# 1
{
  "formula": "C30H29CoFN9O4",
  "method": "ωB97M-V/def2-TZVPD",
  "fmax_ev_per_a": 2.209,
  "molar_mass_da": 657.55,
  "de_lowest_kj_mol": 98.8,
  "charge": 1,
  "homo_ev": [-9.418, -9.392],
  "s2": 0.960,
  "spin_multiplicity": 2,
  "total_energy_ha": -3436.8545,
  "gap_ev": [6.21, 6.19],
  "symbols": ["Co", "N", "C", "C", "C", "C", "C", "N", "C", "C", "C", "C", "C", "N", "H", "H", "H", "H", "H", "H", "H", "H", "H", "C", "C", "N", "C", "C", "C", "O", "O", "C", "O", "C", "C", "C", "F", "C", "C", "C", "N", "C", "C", "N", "C", "C", "H", "H", "H", "H", "H", "H", "H", "H", "H", "H", "H", "H", "H", "H", "H", "H", "H", "H", "N", "C", "O", "C", "C", "N", "C", "N", "H", "H"],
  "xyz": [[-2.1694, 2.3099, 0.6876], [-5.4121, 2.7829, 0.6324], [-5.1560, 1.5852, 1.2550], [-6.2467, 0.7772, 1.6246], [-6.0110, -0.4019, 2.2967], [-4.6960, -0.7564, 2.5827], [-3.6841, 0.0793, 2.1596], [-3.9019, 1.2133, 1.4983], [-4.6119, 3.8831, 0.4149], [-5.1898, 4.9610, -0.2709], [-4.4516, 6.0998, -0.5045], [-3.1539, 6.1564, -0.0068], [-2.6620, 5.0675, 0.6791], [-3.3481, 3.9315, 0.8601], [-6.3620, 2.8936, 0.3055], [-7.2525, 1.0936, 1.3905], [-6.8364, -1.0290, 2.6042], [-4.4645, -1.6589, 3.1225], [-2.6529, -0.1506, 2.3770], [-6.2099, 4.8894, -0.6137], [-4.8775, 6.9200, -1.0638], [-2.5434, 7.0318, -0.1449], [-1.6666, 5.0804, 1.0979], [4.2238, -1.4152, 2.8863], [2.8099, -1.9884, 2.8893], [1.8890, -1.1747, 2.1130], [1.2092, -0.1790, 2.7490], [0.2012, 0.5347, 2.1886], [-0.4950, 1.6086, 3.0391], [-0.0779, 1.7628, 4.1742], [-1.4636, 2.2239, 2.5051], [-0.1821, 0.2739, 0.8361], [-1.2529, 0.6700, 0.2930], [0.7092, -0.5879, 0.0934], [0.4849, -0.7919, -1.2745], [1.1867, -1.7531, -1.9601], [0.8811, -1.9520, -3.2663], [2.1735, -2.5136, -1.3396], [2.4379, -2.2680, 0.0133], [1.7016, -1.3492, 0.7583], [2.9503, -3.5216, -1.9770], [2.7915, -4.8679, -1.4488], [4.1420, -5.5897, -1.6351], [4.8980, -4.8486, -2.6755], [4.0324, -4.5999, -3.8531], [2.9687, -3.5656, -3.4319], [4.8870, -2.0365, 3.4813], [4.2167, -0.4198, 3.3189], [4.6141, -1.3496, 1.8743], [2.4460, -2.0330, 3.9182], [2.8043, -3.0088, 2.4984], [1.4739, 0.0221, 3.7765], [-0.2795, -0.2240, -1.7808], [3.2397, -2.8247, 0.4680], [1.9834, -5.4052, -1.9686], [2.5274, -4.8242, -0.3932], [3.9992, -6.6224, -1.9513], [4.7244, -5.5825, -0.7137], [5.7669, -5.3294, -2.9230], [5.1053, -3.9207, -2.2767], [3.5706, -5.5439, -4.1465], [4.6276, -4.2282, -4.6864], [2.0015, -3.8569, -3.8635], [3.2216, -2.5686, -3.7986], [1.7807, 3.8370, -0.8601], [0.4912, 3.4305, -0.7703], [-0.0883, 3.3829, 0.3250], [-0.1503, 3.0450, -2.0177], [0.5887, 2.9547, -3.1886], [1.2664, 2.8903, -4.1192], [-1.4559, 2.6948, -1.8114], [-2.4645, 2.4793, -1.2498], [2.2472, 4.1868, -0.0388], [2.1959, 3.9884, -1.7635]],
  "mulliken_charge": [0.27, 0.04, 0.59, -0.98, -0.36, -0.96, -0.04, 0.33, 0.75, -0.74, -0.39, -0.96, -0.35, 0.19, 0.23, 0.38, 0.42, 0.45, 0.22, 0.37, 0.43, 0.44, 0.61, -1.03, -1.04, 0.26, 0.09, -0.20, -0.09, -0.79, -0.40, 1.19, -0.94, 0.86, -0.14, 0.20, -0.35, -1.73, -0.64, -0.11, 0.21, -0.57, -0.77, -0.12, -0.73, -0.72, 0.38, 0.35, 0.30, 0.47, 0.46, 0.65, 0.57, 0.82, 0.30, 0.53, 0.36, 0.42, 0.32, 0.39, 0.34, 0.37, 0.47, 0.51, -0.49, 0.96, -0.59, -0.15, -0.11, -0.60, 0.80, -0.62, 0.26, 0.17]
}

***

# 2
{
  "formula": "C30H29CrN2OP",
  "method": "ωB97M-V/def2-TZVPD",
  "fmax_ev_per_a": 0.968,
  "molar_mass_da": 516.54,
  "de_lowest_kj_mol": 4.3,
  "charge": 0,
  "homo_ev": [-6.516, -6.497],
  "s2": 6.031,
  "spin_multiplicity": 5,
  "total_energy_ha": -2731.0893,
  "gap_ev": [5.72, 5.54],
  "symbols": ["Cr", "C", "C", "C", "C", "C", "H", "H", "H", "H", "H", "O", "N", "C", "C", "C", "C", "C", "C", "C", "P", "C", "C", "C", "C", "C", "C", "C", "C", "C", "C", "C", "C", "H", "H", "H", "H", "H", "H", "H", "H", "H", "H", "H", "H", "H", "H", "H", "H", "C", "C", "C", "C", "C", "C", "N", "H", "H", "H", "H", "H", "H", "H", "H"],
  "xyz": [[1.0357, -0.5018, 1.3666], [2.8763, -1.5533, 2.4468], [1.6285, -1.9392, 3.0860], [1.3814, -3.2803, 2.7267], [2.4027, -3.7167, 1.8855], [3.3180, -2.6751, 1.7251], [3.5135, -0.7135, 2.7027], [1.1772, -1.4844, 3.9652], [0.5209, -3.8534, 3.0378], [2.4426, -4.6714, 1.3857], [4.2069, -2.7093, 1.1132], [1.8727, 1.0474, 3.7685], [0.9109, 1.0677, 2.7631], [0.1371, 2.0732, 2.9445], [-0.9355, 2.6112, 2.0864], [-1.5937, 3.7071, 2.6618], [-2.5756, 4.3964, 1.9744], [-2.8990, 4.0110, 0.6824], [-2.2516, 2.9331, 0.1031], [-1.2818, 2.2085, 0.7889], [-0.4645, 0.8026, -0.0641], [-1.8547, -0.1003, -0.7934], [-1.6243, -0.8972, -1.9119], [-2.6550, -1.6610, -2.4392], [-3.9056, -1.6534, -1.8410], [-4.1264, -0.8926, -0.7002], [-3.1037, -0.1211, -0.1748], [0.3352, 1.7276, -1.4163], [1.4987, 2.4151, -1.0769], [2.1376, 3.2218, -2.0024], [1.6226, 3.3408, -3.2861], [0.4630, 2.6635, -3.6294], [-0.1851, 1.8660, -2.6971], [2.1579, 0.1218, 3.8195], [0.3242, 2.6460, 3.8505], [-1.3210, 4.0202, 3.6604], [-3.0738, 5.2357, 2.4394], [-3.6518, 4.5506, 0.1242], [-2.5097, 2.6377, -0.9059], [-0.6324, -0.9611, -2.3465], [-2.4655, -2.2826, -3.3038], [-4.7057, -2.2547, -2.2525], [-5.0940, -0.9032, -0.2166], [-3.2871, 0.4663, 0.7157], [1.9155, 2.3187, -0.0782], [3.0424, 3.7462, -1.7262], [2.1270, 3.9580, -4.0173], [0.0565, 2.7549, -4.6273], [-1.0972, 1.3570, -2.9780], [-1.0167, -3.1104, 0.5734], [0.0578, -2.7935, -0.4140], [0.3010, -3.3977, -1.6257], [1.4210, -2.7375, -2.1910], [1.8112, -1.7758, -1.2856], [2.9881, -0.8606, -1.3643], [0.9828, -1.8083, -0.1891], [-1.9772, -3.2502, 0.0722], [-1.1407, -2.3069, 1.3081], [-0.7945, -4.0160, 1.1415], [-0.2658, -4.2103, -2.0519], [1.9089, -2.9534, -3.1282], [3.4968, -0.9970, -2.3183], [3.7066, -1.0573, -0.5659], [2.7104, 0.1942, -1.2999]],
  "mulliken_charge": [-0.19, 0.18, -0.27, -1.38, -0.33, -1.23, 0.36, 0.52, 0.57, 0.42, 0.50, -0.57, 0.65, -0.84, 0.93, -1.02, -0.76, -0.73, -0.14, 0.41, 0.95, 0.65, -0.52, -0.98, -0.81, -0.73, -0.73, 1.18, -0.92, -0.52, -0.64, -0.66, -0.30, 0.45, 0.38, 0.41, 0.42, 0.44, 0.46, 0.85, 0.43, 0.40, 0.42, 0.46, 0.22, 0.44, 0.38, 0.44, 0.41, -1.63, 0.18, -0.87, -1.06, 0.37, -1.26, 1.69, 0.42, 0.19, 0.31, 0.59, 0.50, 0.43, 0.06, 0.03]
}

***

# 3
{
  "formula": "C30H29CsN7S2",
  "method": "ωB97M-V/def2-TZVPD",
  "fmax_ev_per_a": 0.921,
  "molar_mass_da": 684.65,
  "de_lowest_kj_mol": 0.0,
  "charge": -1,
  "homo_ev": -3.727,
  "spin_multiplicity": 1,
  "total_energy_ha": -2360.4873,
  "gap_ev": 5.68,
  "symbols": ["Cs", "C", "N", "C", "C", "N", "C", "C", "C", "C", "C", "C", "C", "S", "C", "C", "C", "C", "C", "C", "S", "H", "H", "H", "H", "H", "H", "H", "H", "H", "H", "H", "H", "H", "H", "H", "H", "H", "H", "N", "C", "N", "C", "N", "N", "C", "C", "C", "C", "C", "C", "N", "C", "C", "C", "C", "C", "C", "H", "H", "H", "H", "H", "H", "H", "H", "H", "H", "H"],
  "xyz": [[0.6191, 1.1269, 0.0812], [3.8065, -0.6853, -1.5500], [2.7234, -1.3602, -0.8390], [2.0320, -2.2804, -1.7227], [0.5828, -2.5347, -1.3248], [-0.2894, -1.4549, -1.7681], [-1.6082, -1.5575, -1.1558], [-0.3923, -1.3594, -3.2068], [-0.9185, -2.4274, -3.9286], [-1.0442, -2.3918, -5.3071], [-0.6378, -1.2452, -5.9818], [-0.1239, -0.1728, -5.2785], [0.0237, -0.1874, -3.8745], [0.6971, 1.2042, -3.0761], [3.0005, -1.7667, 0.4790], [2.8302, -3.0936, 0.8912], [3.0831, -3.5208, 2.1899], [3.5351, -2.6062, 3.1298], [3.6800, -1.2752, 2.7600], [3.4038, -0.8067, 1.4625], [3.5797, 0.9123, 1.1893], [4.4741, -1.4182, -2.0325], [4.3853, -0.0751, -0.8665], [3.3796, -0.0359, -2.3162], [2.5769, -3.2340, -1.8216], [2.0261, -1.8168, -2.7098], [0.5070, -2.5951, -0.2363], [0.2632, -3.5101, -1.7309], [-2.0951, -2.5286, -1.3510], [-2.2443, -0.7739, -1.5603], [-1.5310, -1.4187, -0.0751], [-1.2505, -3.3130, -3.3954], [-1.4402, -3.2467, -5.8419], [-0.7301, -1.1881, -7.0611], [0.1960, 0.7213, -5.7977], [2.5074, -3.8394, 0.1752], [2.9416, -4.5641, 2.4461], [3.7732, -2.9193, 4.1422], [4.0152, -0.5388, 3.4787], [0.2769, -1.9962, 4.1046], [0.0381, -1.5721, 2.8422], [-1.0300, -0.9711, 2.4561], [-2.0064, -0.6784, 3.4060], [-3.0174, 0.0605, 3.1262], [-2.9687, 0.6586, 1.9193], [-4.0418, 0.7724, 1.2591], [-4.0164, 1.4238, -0.0585], [-5.1941, 1.8578, -0.6608], [-5.1300, 2.4241, -1.9234], [-3.9021, 2.5179, -2.5555], [-2.7760, 2.0588, -1.8786], [-2.8283, 1.5359, -0.6584], [-1.8907, -1.2552, 4.7525], [-2.9090, -1.1879, 5.7011], [-2.7385, -1.7463, 6.9534], [-1.5442, -2.3884, 7.2724], [-0.5312, -2.4842, 6.3383], [-0.7043, -1.9161, 5.0788], [1.1718, -2.4078, 4.3159], [0.8309, -1.7709, 2.1265], [-4.9923, 0.3661, 1.6180], [-6.1380, 1.7619, -0.1379], [-6.0297, 2.7795, -2.4110], [-3.8104, 2.9239, -3.5535], [-1.7938, 2.0766, -2.3506], [-3.8282, -0.6912, 5.4230], [-3.5369, -1.6887, 7.6815], [-1.4069, -2.8202, 8.2553], [0.3909, -3.0001, 6.5779]],
  "mulliken_charge": [1.30, -1.07, 0.72, -1.89, -0.31, 1.05, -0.91, -1.74, -0.17, -0.93, -0.40, -0.64, 1.30, -0.55, -0.32, -0.29, -0.77, -0.87, -0.68, 0.56, -0.45, 0.35, 0.40, 0.29, 0.35, 0.75, 0.55, 0.04, 0.33, 0.20, 0.17, 0.24, 0.37, 0.35, 0.39, 0.19, 0.35, 0.54, 0.39, 0.27, -0.82, -0.24, 0.25, -0.69, -0.06, -0.56, 0.78, -0.79, -0.23, -0.74, -0.05, -0.06, 0.78, -0.44, -0.73, -0.40, -0.70, 0.07, 0.05, 0.72, 0.31, 0.37, 0.40, 0.41, 0.29, 0.46, 0.38, 0.39, 0.41]
}

***

# 4
{
  "formula": "C30H29F4N3",
  "method": "ωB97M-V/def2-TZVPD",
  "fmax_ev_per_a": 0.988,
  "molar_mass_da": 507.57,
  "smiles": "Fc1ccccc1.Fc1ccccc1.Fc1ccccc1.Fc1ccccc1.CC#N.CC#N.CC#N",
  "de_lowest_kj_mol": 0.0,
  "charge": 0,
  "homo_ev": -8.973,
  "spin_multiplicity": 1,
  "total_energy_ha": -1724.2561,
  "gap_ev": 9.27,
  "symbols": ["F", "C", "C", "C", "C", "C", "C", "H", "H", "H", "H", "H", "F", "C", "C", "C", "C", "C", "C", "H", "H", "H", "H", "H", "F", "C", "C", "C", "C", "C", "C", "H", "H", "H", "H", "H", "F", "C", "C", "C", "C", "C", "C", "H", "H", "H", "H", "H", "C", "C", "N", "H", "H", "H", "C", "C", "N", "H", "H", "H", "C", "C", "N", "H", "H", "H"],
  "xyz": [[-4.6861, 24.6620, -11.4486], [-3.9478, 24.8119, -10.3264], [-3.9734, 23.8182, -9.3701], [-3.2242, 23.9676, -8.2230], [-2.4145, 25.0810, -8.0642], [-2.4307, 26.0915, -9.0214], [-3.1992, 25.9630, -10.1646], [-4.5421, 22.9095, -9.5170], [-3.2334, 23.2566, -7.4066], [-1.7912, 25.2447, -7.1945], [-1.8152, 26.9767, -8.9206], [-3.2153, 26.6891, -10.9689], [-7.1181, 22.0494, -13.1589], [-7.2915, 20.7994, -12.6748], [-6.8623, 20.5371, -11.3888], [-7.0077, 19.2498, -10.8951], [-7.6153, 18.2814, -11.6889], [-8.1088, 18.5904, -12.9481], [-7.9472, 19.8765, -13.4502], [-6.3747, 21.3290, -10.8350], [-6.6510, 18.9850, -9.9096], [-7.6895, 17.2577, -11.3370], [-8.6251, 17.8386, -13.5267], [-8.3317, 20.1258, -14.4293], [-13.4820, 25.0959, -8.3352], [-12.6297, 24.2220, -7.7760], [-11.3380, 24.1475, -8.2542], [-10.4956, 23.2198, -7.6752], [-10.9270, 22.3957, -6.6397], [-12.2492, 22.4553, -6.2140], [-13.0823, 23.4215, -6.7455], [-11.0316, 24.7773, -9.0760], [-9.5091, 23.0347, -8.0788], [-10.2676, 21.6210, -6.2673], [-12.6149, 21.7728, -5.4589], [-14.1118, 23.5140, -6.4181], [-14.0032, 27.4923, -16.1874], [-13.0170, 27.0943, -15.3446], [-13.1983, 25.9458, -14.6026], [-12.2259, 25.5589, -13.6962], [-11.0266, 26.2490, -13.6473], [-10.8406, 27.3674, -14.4472], [-11.8487, 27.8282, -15.2809], [-14.1553, 25.4408, -14.6336], [-12.4736, 24.6502, -13.1646], [-10.2386, 25.8679, -13.0096], [-9.8723, 27.8550, -14.4536], [-11.7126, 28.7092, -15.8935], [-5.8978, 23.6277, -5.1039], [-6.2756, 23.6379, -6.5090], [-6.6052, 23.6329, -7.6000], [-6.7714, 23.8566, -4.4944], [-5.1498, 24.3929, -4.8977], [-5.4945, 22.6567, -4.8275], [-7.8270, 24.3374, -11.0685], [-9.1768, 23.7890, -11.2362], [-10.2332, 23.3696, -11.3649], [-7.6881, 24.7650, -10.0838], [-7.6638, 25.0517, -11.8741], [-7.1418, 23.5103, -11.2294], [-10.6793, 22.2261, -14.7876], [-12.0878, 22.2371, -14.3867], [-13.1989, 22.2143, -14.1051], [-10.0544, 22.3923, -13.9103], [-10.4944, 23.0147, -15.5133], [-10.4855, 21.2411, -15.2095]],
  "mulliken_charge": [-0.29, 0.46, -0.09, -0.50, -0.67, -0.38, -0.57, 0.35, 0.50, 0.37, 0.36, 0.42, -0.30, 0.27, 0.15, -0.64, -0.40, -0.59, -0.26, 0.19, 0.38, 0.36, 0.38, 0.51, -0.31, 0.33, -0.47, -0.01, -0.71, -0.32, -0.47, 0.46, 0.32, 0.40, 0.36, 0.39, -0.32, 0.40, -0.50, -0.61, -0.31, -0.38, -0.46, 0.41, 0.65, 0.25, 0.36, 0.41, -1.00, 0.35, -0.23, 0.34, 0.29, 0.29, -0.43, 0.21, -0.44, 0.39, 0.38, -0.09, -0.21, 0.31, -0.48, -0.17, 0.31, 0.28]
}